(1)
The following is a quantum chemistry calculation of the molecule C3H7NO2 at a distorted geometry, from the OMol25 dataset.

Cartesian coordinates (Å):
O: -1.819 -0.847 0.372
C: -1.521 -0.055 -0.499
N: -0.584 0.914 -0.342
C: 0.443 0.694 0.791
C: 1.317 -0.360 0.516
O: 1.737 -0.502 -0.846
H: -1.977 0.046 -1.532
H: -0.928 1.815 -0.509
H: 1.059 1.700 0.699
H: -0.154 0.421 1.628
H: 2.239 -0.309 1.127
H: 0.857 -1.270 0.960
H: 2.204 0.322 -1.043

Atomic forces in eV per Å
O 0.302 -0.363 -0.984
C -0.980 0.336 -0.109
N 2.121 -1.809 1.376
C -2.280 5.911 -2.383
C 3.044 -4.278 -0.032
O -0.267 0.017 0.586
H -0.221 -0.496 0.974
H 0.004 1.452 -0.474
H -1.526 -1.611 1.150
H 0.015 0.768 1.416
H -0.353 0.454 0.058
H 0.235 -0.134 -1.374
H -0.094 -0.248 -0.204

* E_HOMO: -9.95 eV
* frontier orbital gap: 10.7 eV
* LUMO: 0.72 eV
* maximum force: 6.769 eV/A
* SMILES: O=CNCCO
* energy relative to the best compared isomer or geometry (same formula, charge and spin): 55.6 kcal/mol

---

(2)
The following is a quantum chemistry calculation of C16H18FeN2O4S4 as an isolated structure at a distorted geometry, from the OMol25 dataset.

Cartesian coordinates (Å):
Fe: -0.880 -0.921 -0.256
O: -5.835 -0.478 4.530
C: -6.020 -1.313 3.649
O: -6.874 -2.142 3.311
C: -4.795 -1.315 2.795
C: -4.069 -2.444 2.470
C: -2.915 -2.415 1.696
N: -2.482 -1.303 1.085
C: -3.102 -0.120 1.483
C: -4.126 -0.132 2.404
C: -2.639 1.104 0.821
O: -2.869 2.180 1.428
O: -2.106 0.944 -0.327
H: -4.439 -3.417 2.755
H: -2.305 -3.287 1.635
H: -4.520 0.864 2.759
C: 3.501 3.957 -2.372
C: 3.936 3.114 -3.535
S: 2.625 1.723 -3.640
C: 3.054 0.182 -2.737
C: 2.411 0.088 -1.335
S: 0.559 0.602 -1.416
C: 0.529 1.858 -0.113
C: 1.616 2.898 -0.203
S: 1.745 3.388 -1.915
H: 3.457 5.080 -2.561
H: 4.007 3.764 -1.414
H: 4.892 2.652 -3.453
H: 3.765 3.733 -4.458
H: 4.136 0.096 -2.617
H: 2.726 -0.593 -3.464
H: 2.908 0.827 -0.642
H: 2.511 -0.990 -1.001
H: 0.488 1.263 0.850
H: -0.446 2.421 -0.312
H: 2.564 2.488 0.208
H: 1.452 3.850 0.263
S: 1.840 -4.536 -0.469
C: 1.346 -4.324 1.205
C: 0.569 -3.182 1.302
N: 0.308 -2.576 0.125
C: 0.948 -3.134 -0.877
H: 1.543 -4.978 2.055
H: 0.158 -2.747 2.232
H: 0.826 -2.730 -1.943

Atomic forces in eV per Å
Fe -2.128 1.166 0.766
O -1.014 0.565 1.445
C 0.423 -0.514 -0.818
O -0.499 0.135 0.533
C 2.461 0.598 -1.265
C 0.081 -1.104 -0.472
C -0.568 0.832 0.376
N 0.129 0.999 0.573
C -0.205 -2.531 0.330
C -1.181 1.728 0.117
C -1.186 2.924 1.821
O 0.903 -1.685 -1.645
O 1.388 -1.202 -0.743
H -0.039 -0.115 0.252
H 0.228 -0.669 -0.511
H 0.486 -1.293 -0.512
C -1.544 1.010 2.376
C -2.433 -0.760 -0.549
S 1.925 -1.591 -3.469
C 0.048 0.826 -0.223
C -0.420 -0.237 -0.147
S 1.917 -0.299 -0.514
C -1.930 0.828 0.936
C 2.157 -0.167 0.379
S -0.409 2.586 0.120
H 0.158 -1.602 0.209
H 0.397 0.206 -0.500
H 0.843 0.032 -0.140
H 0.480 -1.160 0.561
H -0.006 -0.104 -0.070
H 0.082 0.344 0.772
H -0.599 -1.164 -0.630
H -0.188 1.401 0.086
H 0.024 1.372 -0.778
H 1.025 -1.273 0.611
H -0.293 0.432 -0.327
H -0.708 -0.175 1.193
S -0.720 0.566 1.160
C -0.655 1.129 -0.318
C 0.368 -1.288 1.270
N 0.575 0.464 -1.036
C -0.358 0.098 -1.597
H 0.339 0.075 -0.625
H 0.234 -0.522 -0.707
H 0.411 -0.863 1.709

* E_HOMO (alpha / beta): -7.32 / -7.31 eV
* frontier orbital gap (alpha / beta): 5.7 / 5.5 eV
* 2S+1: 5
* LUMO (alpha / beta): -1.61 / -1.77 eV
* maximum force: 4.274 eV/A

---

(3)
The following is a quantum chemistry calculation of an isolated ion of composition C5H12N2O and charge +1 at a distorted geometry, from the OMol25 dataset.

Cartesian coordinates (Å):
C: 1.863 0.257 1.844
N: 0.590 -0.347 1.506
C: 0.007 -0.241 -2.255
C: 0.578 -0.645 -0.895
C: -0.022 0.102 0.254
C: -1.608 -0.059 0.348
N: -2.201 0.765 -0.623
O: -1.877 -0.035 1.793
H: 1.997 1.372 1.980
H: 2.108 -0.142 2.818
H: 2.704 0.347 0.946
H: -0.930 0.043 2.119
H: 0.766 -0.805 -2.979
H: -0.086 0.874 -2.706
H: -1.096 -0.487 -2.232
H: 1.677 -0.489 -0.930
H: 0.261 -1.691 -0.844
H: 0.155 1.166 0.175
H: -1.780 -1.068 0.033
H: -3.104 1.083 -0.354

Atomic forces in eV per Å
C -0.138 -0.350 -0.929
N 1.993 2.578 -2.384
C -0.353 1.378 -2.414
C 1.176 -0.183 -1.951
C -0.968 0.522 2.630
C 1.653 -0.336 1.262
N 1.074 -0.388 0.725
O 1.043 0.999 -1.382
H -1.225 -0.253 -0.296
H 0.963 -0.408 -0.234
H -1.889 -0.969 1.745
H -2.382 -0.263 0.654
H -2.293 0.854 1.092
H 0.926 -2.210 1.779
H 1.491 -0.524 -0.836
H -0.608 -0.466 0.326
H 0.704 -0.032 0.455
H 0.520 0.595 -0.382
H -0.538 -1.031 -0.387
H -1.149 0.488 0.526

* E_HOMO (alpha / beta): -14.43 / -14.66 eV
* frontier orbital gap (alpha / beta): 5.4 / 5.9 eV
* 2S+1: 2
* net charge: +1
* LUMO (alpha / beta): -9.05 / -8.77 eV
* maximum force: 4.038 eV/A
* energy relative to the best compared isomer or geometry (same formula, charge and spin): 164.0 kcal/mol

---

(4)
The following is a quantum chemistry calculation of C39H80B3BrO19 as an isolated structure at a distorted geometry, from the OMol25 dataset.

Cartesian coordinates (Å):
C: -5.958 -4.258 3.667
C: -6.047 -3.310 2.427
C: -5.279 -3.881 1.181
C: -5.694 -1.827 2.742
B: -4.374 -1.602 3.597
O: -3.408 -2.570 3.927
B: -2.809 -2.089 5.133
O: -1.985 -0.947 4.979
B: -2.732 -0.030 4.185
C: -1.935 1.184 3.534
C: -1.792 1.077 1.979
C: -0.473 0.354 1.610
Br: -1.589 2.948 1.296
O: -4.116 -0.267 4.057
H: -6.536 -5.160 3.403
H: -4.908 -4.587 3.743
H: -6.284 -3.792 4.606
H: -7.110 -3.316 2.122
H: -4.407 -3.267 0.913
H: -5.976 -3.907 0.327
H: -4.991 -4.935 1.337
H: -5.576 -1.247 1.808
H: -6.567 -1.392 3.264
H: -3.007 -2.601 6.182
H: -2.462 2.133 3.736
H: -0.912 1.261 3.935
H: -2.668 0.641 1.486
H: -0.275 0.462 0.535
H: 0.337 0.901 2.126
H: -0.426 -0.686 1.962
O: -6.149 -8.041 3.072
C: -5.035 -8.142 3.517
O: -4.028 -7.463 2.952
C: -2.719 -7.348 3.521
C: -1.841 -8.518 3.130
C: -4.734 -9.092 4.644
H: -2.775 -7.210 4.602
H: -2.301 -6.428 3.113
H: -2.235 -9.461 3.513
H: -0.831 -8.383 3.518
H: -1.792 -8.608 2.045
H: -4.534 -10.081 4.233
H: -5.608 -9.144 5.289
H: -3.902 -8.779 5.271
O: 3.483 2.539 -2.833
C: 3.015 3.387 -2.114
O: 1.800 3.213 -1.589
C: 1.251 4.065 -0.573
C: 0.558 5.265 -1.180
C: 3.739 4.683 -1.871
H: 2.012 4.346 0.154
H: 0.520 3.458 -0.039
H: 1.257 5.894 -1.733
H: 0.092 5.871 -0.402
H: -0.212 4.943 -1.884
H: 3.493 5.386 -2.668
H: 4.810 4.480 -1.895
H: 3.525 5.134 -0.898
O: 3.113 4.874 -6.716
C: 2.097 4.266 -6.516
O: 1.256 4.038 -7.537
C: 0.132 3.159 -7.450
C: -1.088 3.873 -6.907
C: 1.703 3.838 -5.129
H: 0.380 2.263 -6.879
H: -0.065 2.830 -8.470
H: -0.924 4.227 -5.888
H: -1.952 3.208 -6.906
H: -1.318 4.748 -7.516
H: 1.173 4.657 -4.640
H: 2.604 3.612 -4.570
H: 1.093 2.937 -5.105
O: 2.846 6.658 0.397
C: 3.251 7.761 0.128
O: 2.840 8.797 0.864
C: 3.402 10.112 0.767
C: 2.731 10.920 -0.323
C: 4.127 8.014 -1.069
H: 4.485 10.065 0.647
H: 3.219 10.582 1.733
H: 2.884 10.473 -1.306
H: 3.125 11.937 -0.342
H: 1.655 10.963 -0.155
H: 3.498 8.160 -1.948
H: 4.757 7.143 -1.226
H: 4.795 8.864 -0.951
O: 3.227 2.918 6.735
C: 2.923 3.810 5.994
O: 2.868 3.580 4.674
C: 2.326 4.512 3.730
C: 3.366 5.513 3.274
C: 2.692 5.207 6.506
H: 1.431 4.992 4.127
H: 2.002 3.913 2.878
H: 3.724 6.126 4.104
H: 2.953 6.172 2.510
H: 4.235 4.998 2.861
H: 3.645 5.731 6.557
H: 2.271 5.138 7.507
H: 1.987 5.783 5.909
O: 2.823 -4.551 -2.583
C: 3.219 -3.464 -2.912
O: 2.813 -2.386 -2.229
C: 3.371 -1.075 -2.403
C: 2.699 -0.322 -3.527
C: 4.088 -3.281 -4.128
H: 4.452 -1.126 -2.531
H: 3.194 -0.553 -1.462
H: 2.846 -0.820 -4.487
H: 3.094 0.690 -3.597
H: 1.621 -0.268 -3.357
H: 3.452 -3.186 -5.008
H: 4.711 -4.169 -4.235
H: 4.767 -2.428 -4.071
O: 6.052 -0.833 -4.446
C: 7.169 -0.923 -4.012
O: 8.162 -0.260 -4.617
C: 9.479 -0.135 -4.072
C: 10.348 -1.316 -4.452
C: 7.491 -1.839 -2.861
H: 9.441 0.026 -2.993
H: 9.892 0.775 -4.505
H: 9.959 -2.249 -4.043
H: 11.365 -1.176 -4.083
H: 10.380 -1.429 -5.536
H: 7.685 -2.841 -3.245
H: 6.628 -1.876 -2.198
H: 8.333 -1.508 -2.258
O: -8.045 -5.903 -0.549
C: -8.626 -6.840 -0.074
O: -9.679 -7.364 -0.725
C: -10.306 -8.591 -0.347
C: -11.364 -8.368 0.713
C: -8.247 -7.365 1.279
H: -9.564 -9.332 -0.046
H: -10.775 -8.974 -1.253
H: -10.932 -7.974 1.633
H: -11.877 -9.303 0.945
H: -12.099 -7.640 0.367
H: -8.767 -6.790 2.045
H: -7.180 -7.238 1.403
H: -8.449 -8.426 1.414

Atomic forces in eV per Å
C 0.647 -0.028 -1.276
C -0.402 -0.153 -0.269
C -0.639 -0.049 0.355
C 0.294 -0.769 0.223
B -0.205 0.504 -0.222
O -0.796 1.239 1.484
B 1.169 0.338 -1.354
O -2.218 -0.471 -0.521
B 0.798 -0.092 0.846
C -0.517 0.178 -0.628
C 0.908 -0.219 0.804
C -0.026 0.897 0.080
Br -0.466 -0.484 0.047
O 1.202 -0.837 -0.825
H 0.036 0.297 0.488
H -0.385 0.151 0.337
H -0.063 -0.199 -0.268
H 0.349 0.106 0.189
H -0.129 -0.314 0.143
H 0.407 0.144 0.176
H 0.128 0.455 0.041
H -0.139 -0.170 0.269
H 0.526 0.121 -0.053
H 0.143 -0.152 -0.009
H 0.114 -0.443 0.140
H -0.461 -0.018 0.064
H 0.178 0.362 0.050
H -0.108 -0.459 0.290
H -0.253 -0.283 -0.196
H -0.284 0.205 -0.270
O 0.372 0.089 0.093
C -0.024 -0.409 0.159
O -0.184 0.458 -0.254
C 0.282 -0.135 0.028
C -0.084 -0.184 -0.020
C -0.002 0.226 0.572
H -0.071 -0.077 -0.005
H -0.201 0.024 -0.074
H 0.046 0.033 0.079
H -0.016 0.021 -0.012
H 0.036 0.096 0.018
H 0.033 0.023 -0.001
H -0.076 -0.105 -0.185
H 0.127 -0.127 -0.129
O -0.107 0.165 0.339
C 0.367 0.301 -0.164
O -0.133 -0.527 0.008
C -0.155 0.232 0.186
C 0.027 0.044 -0.211
C 0.341 -0.035 0.734
H 0.055 0.082 -0.143
H 0.238 -0.076 -0.275
H 0.034 0.044 0.107
H 0.032 -0.018 0.006
H -0.036 -0.063 0.099
H -0.039 -0.032 -0.013
H -0.060 -0.040 -0.281
H -0.142 -0.040 -0.420
O 0.015 0.071 -0.204
C 0.040 0.212 0.468
O 0.044 -0.123 -0.552
C -0.229 -0.007 0.087
C -0.005 0.126 0.132
C 0.052 -0.461 0.040
H 0.019 0.066 0.063
H 0.156 0.094 -0.034
H -0.017 -0.098 0.017
H 0.017 0.003 -0.011
H 0.001 -0.073 -0.064
H -0.064 -0.030 -0.039
H 0.056 0.153 -0.127
H -0.157 0.130 0.064
O -0.068 0.342 0.116
C -0.061 -0.018 -0.376
O -0.073 -0.023 0.510
C -0.011 0.326 -0.156
C -0.066 -0.103 -0.160
C 0.552 -0.026 0.144
H -0.033 -0.073 -0.064
H -0.069 -0.194 0.047
H 0.082 0.053 0.009
H -0.001 -0.018 0.020
H 0.039 0.039 0.081
H 0.007 0.026 0.016
H -0.160 -0.073 -0.073
H -0.165 0.107 -0.095
O 0.013 -0.186 -0.055
C 0.203 0.216 0.264
O -0.191 -0.405 -0.304
C 0.139 0.243 -0.153
C 0.076 0.143 0.189
C -0.569 0.190 0.106
H 0.052 0.010 0.055
H 0.028 -0.141 0.117
H -0.075 0.000 0.020
H 0.018 -0.114 0.089
H -0.078 -0.047 -0.057
H -0.015 0.002 -0.036
H 0.208 -0.081 0.034
H 0.179 0.080 -0.094
O -0.074 -0.006 0.205
C -0.044 -0.182 -0.440
O -0.089 0.039 0.556
C -0.060 0.271 -0.176
C -0.048 -0.151 -0.383
C 0.680 0.109 0.205
H -0.027 -0.064 -0.151
H -0.087 -0.172 0.049
H 0.104 -0.036 0.044
H -0.077 -0.232 0.036
H 0.033 0.030 0.117
H 0.006 0.040 0.015
H -0.245 -0.118 -0.058
H -0.400 -0.046 -0.137
O 0.158 0.273 -0.139
C -0.058 -0.336 0.066
O 0.025 0.452 -0.204
C 0.250 -0.134 0.011
C -0.066 -0.173 -0.008
C 0.005 0.243 0.509
H -0.053 -0.077 -0.007
H -0.184 0.017 -0.071
H 0.047 0.034 0.075
H -0.016 0.014 -0.007
H 0.029 0.090 0.016
H 0.023 0.017 0.003
H -0.060 -0.116 -0.153
H 0.105 -0.134 -0.112
O -0.117 0.135 -0.383
C 0.108 0.204 0.581
O -0.130 -0.063 -0.603
C -0.137 -0.056 0.166
C 0.004 0.103 0.151
C 0.112 -0.441 -0.263
H 0.024 0.068 0.076
H 0.082 0.140 -0.076
H 0.034 -0.091 0.005
H 0.005 0.010 -0.017
H 0.000 -0.067 -0.070
H -0.001 -0.031 0.005
H -0.066 0.222 0.025
H -0.156 0.051 0.135

* E_HOMO: -9.43 eV
* frontier orbital gap: 9.7 eV
* LUMO: 0.30 eV
* maximum force: 2.326 eV/A